*a*
# C3H6N2S2

The molecule C3H6N2S2 (ωB97M-V with the def2-TZVPD basis set, the OMol25 dataset).

Bonds (Å) are listed after each position.
Positions of all 13 atoms, in Å:
1 C 0.700 -0.337 -1.551  C2 1.534, H8 1.264, H9 1.173, H10 1.128
2 C 0.473 1.074 -0.995  C1 1.534, S3 1.672, S4 1.732
3 S 1.420 2.343 -1.533  C2 1.672
4 S -0.805 1.522 0.084  C2 1.732, C5 1.819
5 C -1.523 -0.080 0.563  S4 1.819, N6 1.288, H11 1.151
6 N -0.993 -0.805 1.486  C5 1.288, N7 1.313
7 N 0.177 -0.571 2.035  N6 1.313, H12 1.063, H13 1.045
8 H -0.177 -0.644 -2.407  C1 1.264
9 H 0.610 -1.139 -0.700  C1 1.173
10 H 1.722 -0.415 -2.022  C1 1.128
11 H -2.537 -0.344 0.086  C5 1.151
12 H 0.659 0.374 1.962  N7 1.063
13 H 0.274 -0.977 2.993  N7 1.045

SMILES: CC(=S)S/C=N\N
Charge: 0
Frontier orbital gap in eV: 8.3

***

*b*
# C3H6N2S2

The molecule C3H6N2S2 (ωB97M-V with the def2-TZVPD basis set, the OMol25 dataset).

Bonds (Å) are listed after each position.
Positions of all 13 atoms, in Å:
1 H -0.109 -2.327 1.391  N2 1.006
2 N -0.566 -1.439 1.516  H1 1.006, C3 1.264
3 C -0.067 -0.641 0.673  N2 1.264, C4 1.508, N6 1.447
4 C 0.832 -0.984 -0.488  C3 1.508, S5 1.839, H9 1.088, H10 1.125
5 S -0.116 -0.844 -2.058  C4 1.839, H11 1.379
6 N -0.578 0.712 0.701  C3 1.447, C7 1.307, H12 1.004
7 C -0.151 1.810 0.134  N6 1.307, S8 1.645, H13 1.110
8 S -0.959 3.211 -0.168  C7 1.645
9 H 1.246 -1.971 -0.296  C4 1.088
10 H 1.682 -0.247 -0.455  C4 1.125
11 H -0.584 0.419 -1.760  S5 1.379
12 H -1.479 0.640 1.138  N6 1.004
13 H 0.848 1.663 -0.326  C7 1.110

SMILES: [H]/N=C(\CS)NC=S
Charge: 0
Frontier orbital gap in eV: 8.7

***

The structure with the most favorable energy is *b*; the runner-up is 153.8 kJ/mol above it.

***

*a*
# C3H6N2S2

The molecule C3H6N2S2 (ωB97M-V with the def2-TZVPD basis set, the OMol25 dataset).

Bonds (Å) are listed after each position.
Positions of all 13 atoms, in Å:
1 S -2.018 0.843 -0.989  C2 1.670
2 C -0.372 0.633 -0.800  S1 1.670, N3 1.347, N5 1.475
3 N 0.490 1.326 -1.567  C2 1.347, S4 1.738, H8 1.003
4 S 2.117 0.716 -1.622  N3 1.738, H9 1.329
5 N 0.310 -0.205 0.205  C2 1.475, C6 1.480, C7 1.562
6 C -0.366 -1.383 0.793  N5 1.480, C7 1.483, H10 1.143, H11 1.120
7 C -0.360 -0.148 1.614  N5 1.562, C6 1.483, H12 1.105, H13 1.125
8 H 0.076 1.717 -2.392  N3 1.003
9 H 2.099 0.074 -0.459  S4 1.329
10 H 0.357 -2.267 0.759  C6 1.143
11 H -1.270 -1.746 0.240  C6 1.120
12 H -1.315 0.405 1.677  C7 1.105
13 H 0.253 0.036 2.540  C7 1.125

SMILES: S=C(NS)N1CC1
Charge: 0
Frontier orbital gap in eV: 8.8

***

*b*
# C3H6N2S2

The molecule C3H6N2S2 (ωB97M-V with the def2-TZVPD basis set, the OMol25 dataset).

Bonds (Å) are listed after each position.
Positions of all 13 atoms, in Å:
1 C -0.362 0.933 -2.508  N2 1.274, H8 1.084, H9 1.051
2 N -1.295 0.139 -2.161  C1 1.274, S3 1.675
3 S -1.406 -0.694 -0.712  N2 1.675, C4 1.742
4 C -0.185 -0.358 0.485  S3 1.742, C5 1.514, N6 1.273
5 C -0.398 -1.202 1.724  C4 1.514, H10 1.091, H11 1.099, H12 1.084
6 N 0.733 0.497 0.267  C4 1.273, S7 1.763
7 S 1.923 0.675 1.555  N6 1.763, H13 1.309
8 H 0.502 1.126 -1.881  C1 1.084
9 H -0.501 1.324 -3.474  C1 1.051
10 H -1.234 -1.889 1.588  C5 1.091
11 H 0.479 -1.813 1.978  C5 1.099
12 H -0.605 -0.530 2.549  C5 1.084
13 H 2.701 1.403 0.794  S7 1.309

SMILES: C=NS/C(C)=N/S
Charge: 0
Frontier orbital gap in eV: 9.2

***

*c*
# C3H6N2S2

A cluster of 2 separate species, C3H6N2S2 in total (ωB97M-V with the def2-TZVPD basis set, the OMol25 dataset).

Bonds (Å) are listed after each position.
Positions of all 13 atoms, in Å:
1 C 1.932 0.827 -0.611  C2 1.320, S6 1.718, H8 1.111
2 C 2.183 -0.469 -0.652  C1 1.320, S7 1.825, H9 1.019
3 C 0.301 -0.236 1.100  S6 1.734, S7 1.717, H10 1.045
4 N -2.570 0.310 -0.157  N5 1.338, H11 1.048, H12 1.096
5 N -1.568 -0.570 -0.270  N4 1.338, H13 1.049
6 S 0.729 1.336 0.505  C1 1.718, C3 1.734
7 S 1.313 -1.515 0.563  C2 1.825, C3 1.717
8 H 2.529 1.471 -1.293  C1 1.111
9 H 2.583 -1.074 -1.368  C2 1.019
10 H -0.054 -0.185 2.081  C3 1.045
11 H -3.420 0.361 0.454  N4 1.048
12 H -2.141 1.307 -0.309  N4 1.096
13 H -1.816 -1.563 -0.043  N5 1.049

Charge: 0
Frontier orbital gap (spin up / spin down) in eV: 7.8 / 6.8

***

The structure with the most favorable energy is *b*; the runner-up is 72.9 kJ/mol above it.

***

*a*
# C3H11NO3

A cluster of 4 separate species, C3H11NO3 in total (ωB97M-V with the def2-TZVPD basis set, the OMol25 dataset).

Bonds (Å) are listed after each position.
Positions of all 18 atoms, in Å:
1 C -1.352 1.864 0.161  C2 1.348, H5 1.081, H6 1.077
2 C -2.238 0.867 -0.035  C1 1.348, N3 1.374, H7 1.084
3 N -1.806 -0.366 -0.460  C2 1.374, C4 1.253
4 C -1.303 -1.399 0.041  N3 1.253, H8 1.089, H9 1.103
5 H -0.332 1.521 0.059  C1 1.081
6 H -1.560 2.810 0.631  C1 1.077
7 H -3.304 1.024 0.083  C2 1.084
8 H -1.067 -2.290 -0.539  C4 1.089
9 H -1.069 -1.384 1.119  C4 1.103
10 O 0.646 -0.545 -1.877  H11 0.982, H12 0.958
11 H -0.237 -0.497 -1.451  O10 0.982
12 H 1.004 0.234 -2.304  O10 0.958
13 O 1.036 -0.048 2.173  H14 0.974, H15 0.956
14 H 1.408 -0.138 1.277  O13 0.974
15 H 1.632 -0.599 2.677  O13 0.956
16 O 2.914 -0.051 -0.252  H17 0.977, H18 0.965
17 H 2.141 -0.205 -0.830  O16 0.977
18 H 3.486 -0.797 -0.471  O16 0.965

SMILES: C=CN=C.O.O.O
Charge: 0
Frontier orbital gap in eV: 9.4

***

*b*
# C3H11NO3

A cluster of 2 separate species, C3H11NO3 in total (ωB97M-V with the def2-TZVPD basis set, the OMol25 dataset).

Bonds (Å) are listed after each position.
Positions of all 18 atoms, in Å:
1 N 0.186 -0.154 -1.336  C2 1.506, H7 1.029, H8 1.105
2 C 0.600 0.442 -0.017  N1 1.506, C3 1.489, C5 1.633, H9 1.075
3 C 1.769 -0.173 0.669  C2 1.489, O4 1.368, H10 1.121, H11 1.095
4 O 2.990 0.230 0.202  C3 1.368, H12 0.956
5 C -0.763 0.695 0.847  C2 1.633, O6 1.430, H13 1.095, H14 1.142
6 O -2.021 1.196 0.388  C5 1.430, H15 0.962
7 H 0.889 -0.464 -2.021  N1 1.029
8 H -0.472 0.604 -1.798  N1 1.105
9 H 0.883 1.440 -0.298  C2 1.075
10 H 1.683 0.111 1.750  C3 1.121
11 H 1.630 -1.259 0.653  C3 1.095
12 H 3.238 1.029 0.666  O4 0.956
13 H -0.911 -0.283 1.317  C5 1.095
14 H -0.410 1.424 1.653  C5 1.142
15 H -2.343 0.434 -0.103  O6 0.962
16 O -2.645 -1.557 -0.895  H17 0.968, H18 0.961
17 H -2.481 -2.313 -0.313  O16 0.968
18 H -1.821 -1.401 -1.364  O16 0.961

SMILES: NC(CO)CO.O
Charge: 0
Frontier orbital gap in eV: 10.0

***

The structure with the most favorable energy is *b*; the runner-up is 51.6 kJ/mol above it.

***

*a*
# C3H11NO3

A cluster of 3 separate species, C3H11NO3 in total (ωB97M-V with the def2-TZVPD basis set, the OMol25 dataset).

Bonds (Å) are listed after each position.
Positions of all 18 atoms, in Å:
1 C 0.503 -1.011 -1.745  N2 1.467, H6 1.091, H7 1.097, H8 1.081
2 N 0.136 -0.453 -0.439  C1 1.467, C3 1.474, H9 1.010
3 C -0.018 1.004 -0.600  N2 1.474, C4 1.510, H10 1.098, H11 1.090
4 C -0.182 1.910 0.597  C3 1.510, O5 1.208, H12 1.100
5 O -0.764 1.612 1.612  C4 1.208
6 H 1.030 -1.961 -1.644  C1 1.091
7 H -0.390 -1.248 -2.335  C1 1.097
8 H 1.121 -0.339 -2.325  C1 1.081
9 H -0.761 -0.817 -0.152  N2 1.010
10 H -0.970 1.139 -1.130  C3 1.098
11 H 0.763 1.477 -1.196  C3 1.090
12 H 0.182 2.941 0.471  C4 1.100
13 O -2.873 -0.309 1.030  H14 0.970, H15 0.972
14 H -2.996 -0.601 1.947  O13 0.970
15 H -2.028 0.164 1.110  O13 0.972
16 O 2.749 -1.190 1.396  H17 0.958, H18 0.958
17 H 2.642 -1.005 2.329  O16 0.958
18 H 1.856 -1.315 1.074  O16 0.958

SMILES: CNCC=O.O.O
Charge: 0
Frontier orbital gap in eV: 10.2

***

*b*
# C3H11NO3

A cluster of 2 separate species, C3H11NO3 in total (ωB97M-V with the def2-TZVPD basis set, the OMol25 dataset).

Bonds (Å) are listed after each position.
Positions of all 18 atoms, in Å:
1 O -1.625 0.425 1.867  C2 1.401, H7 0.985
2 C -0.336 0.708 2.335  O1 1.401, C3 1.524, H8 1.109, H9 1.099
3 C 0.668 -0.121 1.543  C2 1.524, N4 1.474, H10 1.106, H11 1.075
4 N 0.407 -0.095 0.092  C3 1.474, C5 1.490, H12 1.004
5 C 1.550 -0.250 -0.851  N4 1.490, O6 1.444, H13 1.142, H14 1.073
6 O 1.919 -1.637 -1.011  C5 1.444, H15 0.990
7 H -1.874 0.690 0.951  O1 0.985
8 H -0.280 0.491 3.421  C2 1.109
9 H -0.238 1.786 2.143  C2 1.099
10 H 0.837 -1.201 1.709  C3 1.106
11 H 1.591 0.380 1.775  C3 1.075
12 H -0.554 -0.121 -0.200  N4 1.004
13 H 2.558 0.231 -0.611  C5 1.142
14 H 1.084 0.148 -1.732  C5 1.073
15 H 1.062 -2.129 -0.962  O6 0.990
16 O -2.549 0.239 -3.777  H17 0.959, H18 0.956
17 H -1.927 0.919 -3.511  O16 0.959
18 H -2.295 -0.463 -3.180  O16 0.956

SMILES: OCCNCO.O
Charge: 0
Frontier orbital gap in eV: 9.3

***

The structure with the most favorable energy is *a*; the runner-up is 86.7 kJ/mol above it.

***

*a*
# C3H11NO3

A cluster of 3 separate species, C3H11NO3 in total (ωB97M-V with the def2-TZVPD basis set, the OMol25 dataset).

Bonds (Å) are listed after each position.
Positions of all 18 atoms, in Å:
1 C -0.118 1.822 -0.768  N2 1.453, H6 1.099, H7 1.102, H8 1.110
2 N -0.195 1.098 0.490  C1 1.453, C3 1.369, H9 1.021
3 C -1.023 0.033 0.726  N2 1.369, C4 1.550, O5 1.269
4 C -1.827 -0.502 -0.487  C3 1.550, H10 1.136, H11 1.115, H12 1.112
5 O -1.080 -0.463 1.892  C3 1.269
6 H -0.539 2.828 -0.634  C1 1.099
7 H 0.904 1.847 -1.181  C1 1.102
8 H -0.656 1.275 -1.570  C1 1.110
9 H 0.500 1.452 1.148  N2 1.021
10 H -2.478 -1.183 0.148  C4 1.136
11 H -1.051 -0.987 -1.123  C4 1.115
12 H -2.289 0.412 -0.918  C4 1.112
13 O 1.850 -0.882 -1.308  H14 0.962, H15 0.993
14 H 2.163 -1.765 -1.529  O13 0.962
15 H 1.831 -0.968 -0.318  O13 0.993
16 O 1.606 -1.170 1.529  H17 0.997, H18 0.968
17 H 0.656 -0.958 1.744  O16 0.997
18 H 1.746 -1.891 2.159  O16 0.968

SMILES: CNC(C)=O.O.O
Charge: 0
Frontier orbital gap in eV: 10.7

***

*b*
# C3H11NO3

A cluster of 3 separate species, C3H11NO3 in total (ωB97M-V with the def2-TZVPD basis set, the OMol25 dataset).

Bonds (Å) are listed after each position.
Positions of all 18 atoms, in Å:
1 C -0.826 1.402 -2.763  C2 1.511, H6 1.088, H7 1.089, H8 1.092
2 C -0.503 -0.051 -3.024  C1 1.511, C3 1.540, H9 1.096, H10 1.087
3 C 0.099 -0.767 -1.800  C2 1.540, N4 1.383, O5 1.209
4 N -0.831 -1.425 -1.016  C3 1.383, H11 0.983, H12 1.006
5 O 1.290 -0.718 -1.596  C3 1.209
6 H -0.126 1.911 -2.104  C1 1.088
7 H -1.850 1.521 -2.410  C1 1.089
8 H -0.774 1.926 -3.719  C1 1.092
9 H -1.415 -0.588 -3.307  C2 1.096
10 H 0.214 -0.189 -3.830  C2 1.087
11 H -1.729 -1.246 -1.375  N4 0.983
12 H -0.364 -2.009 -0.344  N4 1.006
13 O 0.378 0.030 6.407  H14 0.976, H15 0.978
14 H -0.425 0.259 5.900  O13 0.976
15 H 0.983 0.737 6.105  O13 0.978
16 O 0.430 0.852 1.973  H17 0.959, H18 0.950
17 H 1.277 0.632 1.581  O16 0.959
18 H 0.280 1.755 1.720  O16 0.950

SMILES: CCC(N)=O.O.O
Charge: 0
Frontier orbital gap in eV: 10.4

***

*c*
# C3H11NO3

A cluster of 3 separate species, C3H11NO3 in total (ωB97M-V with the def2-TZVPD basis set, the OMol25 dataset).

Bonds (Å) are listed after each position.
Positions of all 18 atoms, in Å:
1 C 0.723 1.178 0.971  C2 1.511, H6 1.096, H7 1.081, H8 1.076
2 C 1.184 0.576 -0.336  C1 1.511, N3 1.445, C4 1.531, H9 1.096
3 N 1.664 -0.785 -0.249  C2 1.445, H10 1.008, H11 1.010
4 C 0.096 0.694 -1.407  C2 1.531, O5 1.201, H12 1.093
5 O -0.356 1.754 -1.744  C4 1.201
6 H 1.498 1.752 1.491  C1 1.096
7 H 0.404 0.434 1.688  C1 1.081
8 H -0.078 1.879 0.817  C1 1.076
9 H 1.974 1.180 -0.797  C2 1.096
10 H 1.373 -1.259 0.591  N3 1.008
11 H 2.668 -0.860 -0.322  N3 1.010
12 H -0.247 -0.229 -1.881  C4 1.093
13 O -0.668 -2.300 1.500  H14 0.963, H15 0.965
14 H -0.043 -3.033 1.487  O13 0.963
15 H -0.788 -2.063 0.572  O13 0.965
16 O -2.298 -0.151 0.452  H17 0.966, H18 0.963
17 H -1.766 -0.032 1.250  O16 0.966
18 H -2.974 0.532 0.518  O16 0.963

SMILES: C[C@@H](N)C=O.O.O
Charge: 0
Frontier orbital gap in eV: 9.9

***

*d*
# C3H11NO3

A cluster of 3 separate species, C3H11NO3 in total (ωB97M-V with the def2-TZVPD basis set, the OMol25 dataset).

Bonds (Å) are listed after each position.
Positions of all 18 atoms, in Å:
1 C 1.901 -1.574 1.277  C2 1.639, H6 1.043, H7 1.028, H8 1.127
2 C 1.326 -0.373 0.320  C1 1.639, N3 1.462, C4 1.467, H9 1.083
3 N 1.609 -0.708 -1.074  C2 1.462, H10 0.964, H11 0.983
4 C -0.075 -0.103 0.659  C2 1.467, O5 1.249, H12 1.096
5 O -0.798 -1.050 1.034  C4 1.249
6 H 2.876 -1.776 0.967  C1 1.043
7 H 1.376 -2.451 1.394  C1 1.028
8 H 2.129 -0.939 2.180  C1 1.127
9 H 1.897 0.524 0.528  C2 1.083
10 H 2.534 -0.977 -1.073  N3 0.964
11 H 1.091 -1.508 -1.312  N3 0.983
12 H -0.404 0.943 0.669  C4 1.096
13 O -2.847 1.929 0.173  H14 0.964, H15 0.956
14 H -2.538 1.715 -0.714  O13 0.964
15 H -3.704 2.326 0.029  O13 0.956
16 O -0.681 1.320 -1.761  H17 0.978, H18 0.960
17 H -1.013 0.879 -2.567  O16 0.978
18 H 0.192 0.926 -1.693  O16 0.960

SMILES: C[C@@H](N)C=O.O.O
Charge: 0
Frontier orbital gap in eV: 10.5

***

The structure with the most favorable energy is *a*; the runner-up is 5.7 kJ/mol above it.

***

*a*
# C3H11NO3

A cluster of 3 separate species, C3H11NO3 in total (ωB97M-V with the def2-TZVPD basis set, the OMol25 dataset).

Bonds (Å) are listed after each position.
Positions of all 18 atoms, in Å:
1 C -2.779 -0.867 0.551  C2 1.571, H6 1.083, H7 1.102, H8 1.092
2 C -1.905 -1.560 -0.556  C1 1.571, N3 1.501, H9 1.080, H10 1.097
3 N -0.666 -0.769 -0.862  C2 1.501, C4 1.379, H11 1.008
4 C 0.555 -1.409 -0.849  N3 1.379, O5 1.210, H12 1.093
5 O 1.625 -0.849 -0.766  C4 1.210
6 H -3.610 -1.561 0.592  C1 1.083
7 H -3.172 0.084 0.157  C1 1.102
8 H -2.112 -0.604 1.374  C1 1.092
9 H -1.742 -2.582 -0.249  C2 1.080
10 H -2.479 -1.491 -1.488  C2 1.097
11 H -0.916 0.130 -0.482  N3 1.008
12 H 0.506 -2.455 -1.162  C4 1.093
13 O 1.932 2.211 0.070  H14 0.964, H15 0.976
14 H 1.810 1.330 -0.300  O13 0.964
15 H 1.851 2.730 -0.752  O13 0.976
16 O 3.858 2.674 1.936  H17 0.961, H18 0.977
17 H 3.972 1.839 1.473  O16 0.961
18 H 3.273 3.149 1.315  O16 0.977

SMILES: CCNC=O.O.O
Charge: 0
Frontier orbital gap in eV: 10.9

***

*b*
# C3H11NO3

A cluster of 2 separate species, C3H11NO3 in total (ωB97M-V with the def2-TZVPD basis set, the OMol25 dataset).

Bonds (Å) are listed after each position.
Positions of all 18 atoms, in Å:
1 O -0.501 2.183 1.386  C2 1.463, H7 0.964
2 C 0.211 0.928 1.627  O1 1.463, C3 1.528, H8 1.099, H9 1.090
3 C 0.826 0.442 0.315  C2 1.528, N4 1.470, H10 1.100, H11 1.081
4 N -0.177 0.287 -0.749  C3 1.470, C5 1.479, H12 1.011
5 C 0.223 -0.583 -1.875  N4 1.479, O6 1.406, H13 1.097, H14 1.100
6 O 0.974 -1.718 -1.525  C5 1.406, H15 0.968
7 H -1.179 2.055 2.060  O1 0.964
8 H -0.469 0.199 2.090  C2 1.099
9 H 1.087 1.111 2.249  C2 1.090
10 H 1.198 -0.558 0.583  C3 1.100
11 H 1.649 1.048 -0.036  C3 1.081
12 H -0.520 1.155 -1.137  N4 1.011
13 H 0.816 0.004 -2.586  C5 1.097
14 H -0.696 -0.925 -2.373  C5 1.100
15 H 1.815 -1.422 -1.150  O6 0.968
16 O -2.122 -1.293 0.339  H17 0.959, H18 0.994
17 H -1.817 -2.067 0.817  O16 0.959
18 H -1.317 -0.846 -0.035  O16 0.994

SMILES: OCCNCO.O
Charge: 0
Frontier orbital gap in eV: 10.0

***

The structure with the most favorable energy is *a*; the runner-up is 52.2 kJ/mol above it.